(1)
C4H10N4O2 | ωB97M-V/def2-TZVPD

Geometry as ORCA input:
```
! wB97M-V def2-TZVPD RIJCOSX def2/J DEFGRID3
* xyz 2 1
C 0.777 0.328 1.637
C -2.462 0.054 -9.810
C 2.401 -0.597 3.235
C 1.515 -0.868 4.388
N 2.016 0.014 2.193
N -3.304 -0.840 -9.521
N -0.298 0.039 2.301
N -1.459 0.024 1.556
O 0.974 0.737 0.379
O -1.526 0.557 -10.108
H 0.549 -1.191 4.028
H 3.406 -0.742 3.280
H 1.926 -1.438 5.204
H 1.212 -0.069 4.903
H 2.746 0.457 1.563
H -2.924 -1.708 -9.144
H -4.235 -0.787 -9.315
H 0.414 1.414 0.169
H -1.624 0.162 0.570
H -2.338 -0.131 2.220
*
```

Properties
- Kohn-Sham gap (spin up / spin down) (eV) = 6.49 / 6.49
- LUMO level (spin up / spin down) (eV) = -7.71 / -7.71

Electronic structure analysis, natural (NBO) charges in units of e: number 1, C, carries 0.526; number 2, C, carries 1.019; number 3, C, carries 0.328; number 4, C, carries -0.727; number 5, N, carries -0.444; number 6, N, carries -0.780; number 7, N, carries -0.217; number 8, N, carries -0.651; number 9, O, carries -0.659; number 10, O, carries -0.204; number 11, H, carries 0.288; number 12, H, carries 0.222; number 13, H, carries 0.270; number 14, H, carries 0.284; number 15, H, carries 0.460; number 16, H, carries 0.488; number 17, H, carries 0.477; number 18, H, carries 0.502; number 19, H, carries 0.396; number 20, H, carries 0.423

(2)
C34H49F6N2O2S3Si3W | ωB97M-V/def2-TZVPD

Geometry as ORCA input:
```
! wB97M-V def2-TZVPD RIJCOSX def2/J DEFGRID3
* xyz 1 1
W -1.049 -0.432 0.543
C 3.235 -1.950 -0.111
C 3.542 -2.533 1.107
C 2.660 -2.363 2.153
C 1.465 -1.678 1.965
N 1.121 -1.198 0.746
C 2.037 -1.291 -0.238
C 0.555 -1.340 3.058
C 0.798 -1.747 4.367
C 0.010 -1.278 5.402
C -1.002 -0.378 5.111
C -1.252 0.003 3.798
C -0.501 -0.480 2.729
H 3.893 -1.982 -0.967
H 4.464 -3.080 1.252
H 2.903 -2.753 3.128
H 1.846 -0.802 -1.178
H 1.606 -2.428 4.596
H 0.196 -1.595 6.420
H -1.611 0.032 5.907
H -2.050 0.710 3.651
C -4.190 -1.149 -3.131
C -2.937 -1.017 -2.315
S -3.057 -0.263 -0.774
C -1.722 -1.415 -2.703
C -1.388 -2.091 -3.997
S -0.391 -1.146 -1.610
H -5.023 -0.630 -2.660
H -4.469 -2.199 -3.238
H -4.049 -0.733 -4.130
H -2.095 -1.796 -4.773
H -1.442 -3.176 -3.884
H -0.381 -1.843 -4.331
C -3.886 0.359 2.112
O -2.607 0.713 1.554
Si -1.996 2.312 1.226
C -2.003 3.321 2.793
C -3.331 3.085 0.175
C -0.405 1.670 0.491
Si -0.259 2.542 -1.246
C -1.419 2.013 -2.620
C -0.646 4.392 -1.064
C 1.451 2.369 -1.990
Si 1.173 2.252 1.467
C 1.329 2.038 3.331
C 1.424 4.110 1.301
C 2.751 1.438 0.822
H -4.213 1.176 2.754
H -3.764 -0.544 2.703
H -4.610 0.195 1.319
H -3.015 3.352 3.206
H -1.748 4.351 2.526
H -1.324 2.997 3.572
H -4.234 3.099 0.795
H -3.560 2.527 -0.729
H -3.113 4.119 -0.091
H -2.478 2.041 -2.368
H -1.189 1.044 -3.055
H -1.254 2.766 -3.399
H -0.806 4.739 -0.043
H -1.537 4.638 -1.646
H 0.176 4.985 -1.472
H 1.710 1.325 -2.199
H 2.250 2.827 -1.410
H 1.406 2.885 -2.955
H 0.545 2.509 3.917
H 2.256 2.574 3.564
H 1.454 1.017 3.679
H 0.618 4.679 1.771
H 1.562 4.490 0.290
H 2.336 4.327 1.864
H 3.064 0.616 1.469
H 3.534 2.201 0.843
H 2.688 1.070 -0.196
C -2.308 -3.414 3.115
C -2.109 -3.354 1.607
O -1.657 -2.125 1.156
C -1.048 -4.394 1.170
F -0.688 -4.233 -0.103
F 0.055 -4.252 1.921
F -1.490 -5.641 1.330
C -3.459 -3.624 0.895
F -4.319 -2.639 1.205
F -3.333 -3.646 -0.434
F -4.008 -4.773 1.283
H -1.396 -3.106 3.621
H -2.567 -4.428 3.419
H -3.118 -2.747 3.404
S 2.537 -1.236 -3.760
C 3.969 -0.808 -4.522
N 4.320 -1.415 -5.694
C 5.447 -1.154 -6.404
C 6.332 -0.228 -5.963
C 6.036 0.443 -4.754
C 4.897 0.165 -4.058
H 3.667 -2.109 -6.031
H 5.576 -1.723 -7.313
H 7.229 -0.018 -6.525
H 6.723 1.190 -4.379
H 4.658 0.676 -3.137
*
```

Properties
- Kohn-Sham gap (eV) = 6.11
- LUMO level (eV) = -3.98

Atom charges from the Löwdin analysis, given in e for atoms 1 to 99: number 1, W, carries 1.469; number 2, C, carries -0.031; number 3, C, carries -0.010; number 4, C, carries 0.008; number 5, C, carries -0.223; number 6, N, carries -0.025; number 7, C, carries -0.241; number 8, C, carries -0.232; number 9, C, carries -0.029; number 10, C, carries -0.059; number 11, C, carries -0.052; number 12, C, carries -0.108; number 13, C, carries -0.176; number 14, H, carries 0.105; number 15, H, carries 0.123; number 16, H, carries 0.114; number 17, H, carries -0.028; number 18, H, carries 0.111; number 19, H, carries 0.113; number 20, H, carries 0.114; number 21, H, carries 0.075; number 22, C, carries -0.079; number 23, C, carries -0.700; number 24, S, carries 0.833; number 25, C, carries -0.687; number 26, C, carries -0.078; number 27, S, carries 0.764; number 28, H, carries 0.071; number 29, H, carries 0.095; number 30, H, carries 0.087; number 31, H, carries 0.083; number 32, H, carries 0.096; number 33, H, carries 0.038; number 34, C, carries -0.094; number 35, O, carries -0.600; number 36, Si, carries 0.351; number 37, C, carries -0.128; number 38, C, carries -0.143; number 39, C, carries -0.559; number 40, Si, carries 0.416; number 41, C, carries -0.187; number 42, C, carries -0.187; number 43, C, carries -0.174; number 44, Si, carries 0.456; number 45, C, carries -0.153; number 46, C, carries -0.177; number 47, C, carries -0.163; number 48, H, carries 0.101; number 49, H, carries 0.083; number 50, H, carries 0.069; number 51, H, carries 0.050; number 52, H, carries 0.051; number 53, H, carries 0.014; number 54, H, carries 0.053; number 55, H, carries 0.006; number 56, H, carries 0.040; number 57, H, carries 0.009; number 58, H, carries 0.006; number 59, H, carries 0.052; number 60, H, carries 0.014; number 61, H, carries 0.037; number 62, H, carries 0.044; number 63, H, carries -0.002; number 64, H, carries 0.025; number 65, H, carries 0.050; number 66, H, carries 0.021; number 67, H, carries 0.048; number 68, H, carries 0.023; number 69, H, carries 0.033; number 70, H, carries 0.020; number 71, H, carries 0.044; number 72, H, carries 0.035; number 73, H, carries 0.052; number 74, H, carries -0.004; number 75, C, carries 0.054; number 76, C, carries -0.353; number 77, O, carries -0.313; number 78, C, carries -0.561; number 79, F, carries 0.170; number 80, F, carries 0.169; number 81, F, carries 0.188; number 82, C, carries -0.567; number 83, F, carries 0.147; number 84, F, carries 0.175; number 85, F, carries 0.183; number 86, H, carries 0.082; number 87, H, carries 0.113; number 88, H, carries 0.098; number 89, S, carries 0.638; number 90, C, carries -0.775; number 91, N, carries 0.044; number 92, C, carries -0.069; number 93, C, carries -0.060; number 94, C, carries -0.046; number 95, C, carries -0.087; number 96, H, carries 0.137; number 97, H, carries 0.132; number 98, H, carries 0.110; number 99, H, carries 0.116

(3)
C7H7BN2O2 | ωB97M-V/def2-TZVPD

Geometry as ORCA input:
```
! wB97M-V def2-TZVPD RIJCOSX def2/J DEFGRID3
* xyz 0 1
B 2.455 0.481 -0.151
C -2.373 -0.669 -0.383
C -2.333 0.688 -0.077
C -1.200 -1.509 -0.286
C -1.105 1.302 0.043
C 0.041 -0.873 -0.144
C 0.036 0.542 -0.014
C 1.418 -1.404 -0.036
N 1.236 1.071 0.328
N 1.814 -2.198 0.840
O 2.354 -0.755 -0.760
O 3.657 1.125 -0.166
H -3.395 -0.967 -0.470
H -3.323 1.311 -0.057
H -1.183 -2.530 -0.409
H -1.142 2.421 0.293
H 1.358 1.855 0.899
H 2.825 -2.326 0.796
H 4.104 0.994 -0.956
*
```

Properties
- Kohn-Sham gap (eV) = 8.99
- LUMO level (eV) = 0.49

Electronic structure analysis, natural (NBO) charges in units of e: number 1, B, carries 1.173; number 2, C, carries -0.253; number 3, C, carries -0.172; number 4, C, carries -0.141; number 5, C, carries -0.265; number 6, C, carries -0.147; number 7, C, carries 0.193; number 8, C, carries 0.537; number 9, N, carries -0.850; number 10, N, carries -0.631; number 11, O, carries -0.693; number 12, O, carries -0.886; number 13, H, carries 0.218; number 14, H, carries 0.220; number 15, H, carries 0.220; number 16, H, carries 0.219; number 17, H, carries 0.413; number 18, H, carries 0.349; number 19, H, carries 0.497

(4)
C46H94ClN4O15P2 | ωB97M-V/def2-TZVPD

Geometry as ORCA input:
```
! wB97M-V def2-TZVPD RIJCOSX def2/J DEFGRID3
* xyz 1 1
C 8.587 2.969 4.002
N 8.482 1.843 2.998
C 7.081 1.700 2.425
C 7.215 1.281 0.850
P 8.985 0.595 0.463
O 9.339 -0.663 1.371
O 10.208 1.842 0.460
O 8.889 -0.011 -1.200
N 6.214 0.182 0.586
C 4.797 0.620 0.781
N 3.854 0.113 1.638
C 4.216 -1.012 2.578
C 3.864 -2.515 1.974
C 2.544 -3.148 2.714
C 1.442 -3.829 1.709
C 1.038 -2.904 0.408
C -0.538 -2.404 0.451
C -1.215 -2.411 -1.045
C -2.861 -2.239 -1.028
O -3.290 -0.810 -1.009
C -4.756 -0.729 -1.301
C -5.435 0.593 -2.046
O -5.592 -1.745 -0.987
C 2.397 0.612 1.727
C 2.150 1.714 2.913
C 0.960 2.797 2.455
Cl 3.623 2.738 3.367
N 4.329 1.802 -0.094
C 5.432 2.295 -0.998
C 5.662 1.424 -2.367
C 6.411 2.284 -3.575
C 7.951 1.812 -3.874
O 8.109 0.376 -4.191
C 6.903 2.478 -0.228
P 7.167 4.253 0.431
O 7.167 5.213 -0.865
O 8.745 4.511 1.180
O 5.854 4.850 1.439
H 9.492 3.656 3.635
H 8.909 2.561 5.055
H 7.650 3.688 4.035
H 8.651 0.963 3.572
H 6.604 0.757 2.981
H 6.365 2.596 2.652
H 10.616 1.968 -0.449
H 9.151 -0.989 -1.223
H 6.466 -0.730 1.005
H 5.372 -1.053 2.863
H 3.627 -0.914 3.610
H 4.763 -3.264 2.202
H 3.773 -2.467 0.785
H 1.985 -2.324 3.354
H 2.941 -3.952 3.498
H 0.449 -4.018 2.342
H 1.813 -4.884 1.365
H 1.704 -1.939 0.289
H 1.159 -3.581 -0.563
H -1.161 -3.110 1.180
H -0.568 -1.320 0.935
H -0.968 -3.430 -1.603
H -0.738 -1.541 -1.664
H -3.239 -2.670 -2.073
H -3.346 -2.858 -0.130
H -4.610 1.355 -2.445
H -6.137 0.206 -2.926
H -6.129 1.174 -1.291
H 1.776 -0.358 2.042
H 1.961 0.934 0.683
H 1.740 1.180 3.874
H 0.305 2.389 1.558
H 0.312 3.011 3.434
H 1.461 3.849 2.197
H 3.575 1.415 -0.702
H 5.125 3.403 -1.321
H 4.665 0.905 -2.727
H 6.407 0.529 -2.114
H 6.286 3.437 -3.362
H 5.791 2.036 -4.564
H 8.717 2.050 -3.015
H 8.318 2.441 -4.816
H 9.077 0.261 -4.449
H 7.704 2.338 -1.104
H 8.555 5.184 1.925
H 4.960 4.638 1.033
C -9.410 4.407 -2.996
C -8.999 5.051 -1.697
C -8.368 3.893 -0.955
O -7.802 3.023 -1.946
C -8.282 3.428 -3.235
H -9.539 5.117 -3.817
H -10.353 3.865 -2.860
H -8.247 5.826 -1.889
H -9.828 5.507 -1.150
H -9.118 3.321 -0.398
H -7.588 4.215 -0.260
H -7.450 3.904 -3.766
H -8.601 2.550 -3.803
C -13.111 6.329 -6.526
C -12.121 6.172 -7.650
C -10.852 6.719 -7.034
O -10.924 6.454 -5.627
C -12.259 6.035 -5.310
H -13.978 5.669 -6.608
H -13.470 7.365 -6.489
H -11.993 5.108 -7.886
H -12.410 6.692 -8.567
H -10.782 7.804 -7.167
H -9.951 6.258 -7.450
H -12.230 4.961 -5.097
H -12.608 6.559 -4.416
C 2.222 -8.853 3.811
C 3.428 -8.053 4.232
C 3.543 -7.041 3.113
O 2.214 -6.801 2.630
C 1.341 -7.793 3.187
H 1.736 -9.382 4.634
H 2.513 -9.591 3.053
H 3.220 -7.541 5.179
H 4.332 -8.654 4.358
H 4.135 -7.435 2.280
H 3.990 -6.099 3.444
H 0.717 -7.303 3.942
H 0.691 -8.195 2.405
C -5.936 -1.328 3.257
C -4.946 -1.486 2.133
C -3.677 -0.938 2.748
O -3.750 -1.203 4.156
C -5.084 -1.622 4.473
H -6.804 -1.988 3.175
H -6.295 -0.293 3.294
H -4.818 -2.549 1.897
H -5.235 -0.965 1.216
H -3.607 0.147 2.616
H -2.777 -1.399 2.333
H -5.055 -2.696 4.686
H -5.433 -1.098 5.367
C 0.532 2.289 -4.843
C 1.008 3.568 -4.204
C 2.165 3.087 -3.356
O 2.728 1.951 -4.027
C 1.830 1.546 -5.069
H -0.037 2.443 -5.763
H -0.099 1.734 -4.138
H 1.371 4.256 -4.977
H 0.238 4.083 -3.623
H 1.825 2.758 -2.369
H 2.934 3.854 -3.223
H 2.284 1.823 -6.027
H 1.702 0.461 -5.045
C -3.668 -7.232 3.360
C -3.192 -5.953 3.999
C -2.035 -6.434 4.846
O -1.472 -7.570 4.176
C -2.370 -7.975 3.133
H -4.237 -7.078 2.439
H -4.299 -7.787 4.065
H -2.829 -5.265 3.226
H -3.962 -5.439 4.580
H -2.375 -6.764 5.834
H -1.266 -5.667 4.980
H -1.916 -7.698 2.175
H -2.498 -9.061 3.158
*
```

Properties
- Kohn-Sham gap (eV) = 7.45
- LUMO level (eV) = -3.16

Atom charges from the Löwdin analysis, given in e for atoms 1 to 99: number 1, C, carries -0.136; number 2, N, carries -0.149; number 3, C, carries -0.181; number 4, C, carries -0.382; number 5, P, carries 0.797; number 6, O, carries -0.370; number 7, O, carries -0.187; number 8, O, carries -0.236; number 9, N, carries 0.090; number 10, C, carries -0.104; number 11, N, carries -0.054; number 12, C, carries -0.140; number 13, C, carries -0.165; number 14, C, carries -0.202; number 15, C, carries -0.188; number 16, C, carries -0.203; number 17, C, carries -0.218; number 18, C, carries -0.169; number 19, C, carries -0.178; number 20, O, carries -0.123; number 21, C, carries -0.274; number 22, C, carries -0.015; number 23, O, carries -0.058; number 24, C, carries -0.128; number 25, C, carries -0.618; number 26, C, carries -0.135; number 27, Cl, carries 0.573; number 28, N, carries 0.083; number 29, C, carries -0.275; number 30, C, carries -0.137; number 31, C, carries -0.138; number 32, C, carries -0.249; number 33, O, carries -0.143; number 34, C, carries -0.210; number 35, P, carries 0.777; number 36, O, carries -0.390; number 37, O, carries -0.201; number 38, O, carries -0.238; number 39, H, carries 0.092; number 40, H, carries 0.102; number 41, H, carries 0.096; number 42, H, carries 0.120; number 43, H, carries 0.127; number 44, H, carries 0.079; number 45, H, carries 0.101; number 46, H, carries 0.110; number 47, H, carries 0.130; number 48, H, carries 0.128; number 49, H, carries 0.150; number 50, H, carries 0.127; number 51, H, carries 0.123; number 52, H, carries 0.107; number 53, H, carries 0.117; number 54, H, carries 0.119; number 55, H, carries 0.105; number 56, H, carries 0.081; number 57, H, carries 0.121; number 58, H, carries 0.110; number 59, H, carries 0.109; number 60, H, carries 0.128; number 61, H, carries 0.117; number 62, H, carries 0.144; number 63, H, carries 0.137; number 64, H, carries 0.098; number 65, H, carries 0.112; number 66, H, carries 0.088; number 67, H, carries 0.135; number 68, H, carries 0.135; number 69, H, carries 0.119; number 70, H, carries 0.091; number 71, H, carries 0.102; number 72, H, carries 0.082; number 73, H, carries 0.119; number 74, H, carries 0.150; number 75, H, carries 0.117; number 76, H, carries 0.113; number 77, H, carries 0.128; number 78, H, carries 0.130; number 79, H, carries 0.104; number 80, H, carries 0.136; number 81, H, carries 0.113; number 82, H, carries 0.116; number 83, H, carries 0.103; number 84, H, carries 0.077; number 85, C, carries -0.177; number 86, C, carries -0.177; number 87, C, carries -0.206; number 88, O, carries -0.165; number 89, C, carries -0.203; number 90, H, carries 0.106; number 91, H, carries 0.120; number 92, H, carries 0.119; number 93, H, carries 0.118; number 94, H, carries 0.118; number 95, H, carries 0.117; number 96, H, carries 0.118; number 97, H, carries 0.119; number 98, C, carries -0.182; number 99, C, carries -0.182

One value per record, in order, for E_tot: -14346.194; -117397.999; -15126.536; -116982.152 eV.
One value per record, in order, for F_max: 0.095; 0.007; 0.070; 0.168 Eh/bohr.
One value per record, in order, for molar mass: 146.15; 996.07; 161.96; 1040.67 g/mol.